--- i ---
Below is 5 unconnected molecules or ions with the total composition C3H14O4, with properties calculated with ωB97M-V/def2-TZVPD.

Each line ends with the natural charge from an NBO analysis.
Element x y z (Å)
C: -0.969 -0.950 1.623  -0.429
C: -2.185 -0.852 1.102  -0.149
C: -2.531 -1.256 -0.307  -0.661
H: -0.763 -0.697 2.650  0.186
H: -0.184 -1.557 1.172  0.187
H: -2.957 -0.361 1.693  0.189
H: -1.659 -1.321 -0.954  0.241
H: -2.860 -2.296 -0.222  0.216
H: -3.383 -0.690 -0.660  0.217
O: 2.771 -1.502 -0.849  -0.966
H: 2.743 -0.536 -0.751  0.492
H: 2.540 -1.802 0.035  0.461
O: 0.092 0.175 -2.703  -0.949
H: 0.967 -0.032 -2.351  0.481
H: 0.207 0.692 -3.503  0.468
O: 2.638 1.091 0.237  -0.987
H: 3.060 1.099 1.099  0.475
H: 1.841 1.646 0.294  0.510
O: 0.380 2.776 0.592  -0.953
H: 0.262 3.699 0.339  0.485
H: -0.011 2.676 1.465  0.484

The orbital gap is 9.8 eV. The structure (SMILES) is C=CC.O.O.O.O. The calculation puts the HOMO energy at -0.3466 Ha.

--- ii ---
Below is 5 unconnected molecules or ions with the total composition C3H14O4, with properties calculated with ωB97M-V/def2-TZVPD.

Each line ends with the natural charge from an NBO analysis.
Element x y z (Å)
C: -0.095 -0.858 3.825  -0.402
C: 0.392 -0.528 2.626  -0.175
C: 1.607 -0.797 1.871  -0.667
H: -0.961 -0.334 4.192  0.205
H: 0.403 -1.594 4.439  0.189
H: -0.252 0.195 2.107  0.178
H: 1.382 -1.455 1.015  0.219
H: 2.030 0.052 1.322  0.235
H: 2.475 -1.168 2.417  0.218
O: 2.146 -1.050 -3.030  -0.922
H: 1.987 -2.002 -2.839  0.460
H: 3.121 -1.133 -3.192  0.462
O: -0.646 2.157 -1.321  -0.964
H: -0.745 1.215 -1.437  0.484
H: -0.487 2.502 -2.220  0.479
O: -0.763 -0.750 -1.482  -0.948
H: -1.013 -1.657 -1.620  0.481
H: -0.795 -0.659 -0.517  0.474
O: -3.472 2.549 -2.433  -0.942
H: -3.516 3.277 -1.775  0.462
H: -2.797 2.037 -1.950  0.474

The orbital gap is 10.0 eV. The structure (SMILES) is C=CC.O.O.O.O. The calculation puts the HOMO energy at -0.3567 Ha.

Sorted by energy, starting with the most stable: i, ii.

--- i ---
Below is a gas-phase ion, C7H12NO (charge +1), with properties calculated with ωB97M-V/def2-TZVPD.

Each line ends with the natural charge from an NBO analysis.
Element x y z (Å)
C: 2.934 0.345 0.223  -0.652
C: 1.809 0.513 -0.642  -0.276
C: 0.548 0.376 -0.505  0.522
N: -0.869 -0.008 -0.221  -0.372
C: -1.204 -1.392 -0.522  -0.229
C: -0.940 -2.231 0.790  -0.624
C: -1.777 1.023 0.172  0.702
C: -1.219 2.330 -0.115  -0.726
O: -2.729 0.690 0.771  -0.446
H: 3.443 -0.672 -0.071  0.277
H: 2.518 0.218 1.269  0.260
H: 3.749 0.920 -0.076  0.275
H: 2.096 0.698 -1.756  0.329
H: -2.293 -1.479 -0.839  0.258
H: -0.613 -1.731 -1.338  0.229
H: 0.119 -2.264 1.095  0.210
H: -1.420 -1.977 1.690  0.242
H: -0.986 -3.247 0.487  0.240
H: -0.296 2.265 -0.565  0.225
H: -0.933 2.696 0.875  0.271
H: -1.938 2.928 -0.722  0.287

The orbital gap (alpha / beta) is 9.1 / 9.1 eV. As for the net charge: +1. The structure (SMILES) is CC=C=[N+](CC)C(C)=O. The calculation puts the HOMO energy (alpha / beta) at -0.5482 / -0.5482 Ha.

--- ii ---
Below is a gas-phase ion, C7H12NO (charge +1), with properties calculated with ωB97M-V/def2-TZVPD.

Each line ends with the natural charge from an NBO analysis.
Element x y z (Å)
C: -0.598 2.539 1.634  -0.619
C: -1.289 1.257 1.247  -0.272
C: -0.855 0.291 0.551  0.563
N: -0.390 -0.814 -0.343  -0.377
C: -0.646 -0.563 -1.733  -0.220
C: 0.628 -0.107 -2.483  -0.627
C: 0.467 -1.826 0.181  0.700
C: 1.041 -1.543 1.556  -0.723
O: 0.797 -2.694 -0.555  -0.464
H: -1.392 3.102 2.099  0.268
H: -0.183 3.042 0.661  0.260
H: 0.323 2.236 2.067  0.259
H: -2.280 1.163 1.485  0.302
H: -0.923 -1.471 -2.180  0.245
H: -1.461 0.156 -1.765  0.225
H: 1.105 0.848 -2.259  0.230
H: 1.386 -0.884 -2.256  0.230
H: 0.343 -0.364 -3.462  0.245
H: 0.479 -0.950 2.147  0.222
H: 1.992 -1.034 1.225  0.264
H: 1.459 -2.383 2.181  0.289

The orbital gap is 9.1 eV. As for the net charge: +1. The structure (SMILES) is CC=C=[N+](CC)C(C)=O. The calculation puts the HOMO energy at -0.5485 Ha.

--- iii ---
Below is a molecular structure, C7H12NO, with properties calculated with ωB97M-V/def2-TZVPD.

Each line ends with the natural charge from an NBO analysis.
Element x y z (Å)
C: -1.428 -0.540 0.439  0.029
C: -0.639 1.141 -1.166  -0.381
C: -0.001 -0.264 -1.392  -0.243
C: -0.656 -1.281 -0.710  0.349
C: -0.345 0.474 0.120  0.166
C: 1.843 1.618 0.478  -0.590
C: 0.640 0.873 1.166  -0.444
N: -0.378 -2.555 -0.824  -0.711
O: -1.053 -1.200 1.669  -0.693
H: -2.483 -0.087 0.372  0.245
H: 0.044 1.808 -1.584  0.260
H: -1.624 1.173 -1.446  0.230
H: 0.849 -0.376 -2.052  0.266
H: 1.419 2.662 0.133  0.220
H: 2.211 0.946 -0.343  0.199
H: 2.612 1.694 1.145  0.232
H: 0.146 1.650 1.767  0.255
H: 0.878 -0.060 1.748  0.256
H: 0.427 -2.890 -1.388  0.421
H: -1.844 -1.440 2.104  0.497
H: -0.619 -3.346 -0.235  0.438

The orbital gap is 11.1 eV. As for the net charge: +1. The calculation puts the HOMO energy at -0.5218 Ha.

Sorted by energy, starting with the most stable: iii, ii, i.

--- i ---
Below is a single C2H2N2OS molecule, with properties calculated with ωB97M-V/def2-TZVPD.

Each line ends with the natural charge from an NBO analysis.
Element x y z (Å)
S: 1.748 -1.587 -0.137  0.109
C: 0.535 -0.449 -0.272  0.326
N: -0.440 -0.346 0.601  -0.545
C: -1.062 0.856 0.207  0.155
N: -0.562 1.416 -0.911  -0.132
O: 0.488 0.432 -1.282  -0.327
H: 1.185 -1.635 1.180  0.203
H: -1.891 1.314 0.614  0.210

The orbital gap is 10.3 eV. The structure (SMILES) is Sc1ncno1. The calculation puts the HOMO energy at -0.3573 Ha.

--- ii ---
Below is 2 unconnected molecules or ions with the total composition C2H2N2OS, with properties calculated with ωB97M-V/def2-TZVPD.

Each line ends with the natural charge from an NBO analysis.
Element x y z (Å)
C: -0.308 -0.610 -0.413  -0.096
C: -0.222 0.760 -0.333  -0.447
N: -1.029 -1.019 -1.466  -0.159
N: -1.456 -0.079 -2.151  -0.318
O: -3.005 -0.288 -3.827  -0.133
S: -1.094 1.433 -1.641  0.675
H: 0.121 -1.338 0.249  0.228
H: 0.280 1.360 0.397  0.250

The orbital gap (alpha / beta) is 8.9 / 8.9 eV. The calculation puts the HOMO energy (alpha / beta) at -0.3720 / -0.3723 Ha.

Sorted by energy, starting with the most stable: i, ii.

--- i ---
Below is 2 unconnected molecules or ions with the total composition C2H3BrOS, with properties calculated with ωB97M-V/def2-TZVPD.

Each line ends with the natural charge from an NBO analysis.
Element x y z (Å)
C: -1.137 -0.788 0.790  0.037
C: -0.281 -0.099 -0.193  -0.278
O: 0.584 0.777 0.481  -0.723
S: -1.919 -2.960 -0.326  -0.280
Br: -0.826 -1.126 2.611  0.212
H: -0.943 0.493 -0.833  0.258
H: 0.078 -1.006 -0.723  0.288
H: 0.833 0.610 1.368  0.485

The orbital gap (alpha / beta) is 6.2 / 6.2 eV. The calculation puts the HOMO energy (alpha / beta) at -0.3145 / -0.3144 Ha.

--- ii ---
Below is 2 unconnected molecules or ions with the total composition C2H3BrOS, with properties calculated with ωB97M-V/def2-TZVPD.

Each line ends with the natural charge from an NBO analysis.
Element x y z (Å)
C: -1.091 -0.691 1.043  0.227
C: 0.999 0.021 -0.083  -0.295
O: 0.035 -0.166 1.049  -0.481
S: -1.734 2.190 -0.356  -0.019
Br: -1.665 -1.458 -0.616  -0.078
H: 1.930 -0.310 0.296  0.208
H: 0.935 1.052 -0.464  0.227
H: 0.591 -0.638 -0.870  0.211

The orbital gap (alpha / beta) is 5.9 / 6.0 eV. The calculation puts the HOMO energy (alpha / beta) at -0.3238 / -0.3244 Ha.

Sorted by energy, starting with the most stable: ii, i.